1.
{"formula": "C55H83ClF13N17O3P", "method": "ωB97M-V/def2-TZVPD", "gap_ev": 4.692, "homo_ev": -3.320, "fmax_ev_per_a": 1.4, "charge": -1, "symbols": ["C", "O", "C", "C", "C", "C", "P", "C", "C", "C", "Cl", "C", "C", "C", "O", "C", "C", "O", "C", "C", "C", "F", "F", "C", "F", "F", "C", "F", "F", "C", "F", "F", "C", "F", "F", "C", "F", "F", "F", "H", "H", "H", "H", "H", "H", "H", "H", "H", "H", "H", "H", "H", "H", "H", "H", "H", "H", "H", "H", "H", "H", "H", "H", "H", "H", "H", "H", "H", "H", "H", "H", "C", "C", "N", "H", "H", "H", "C", "C", "N", "H", "H", "H", "C", "C", "N", "H", "H", "H", "C", "C", "N", "H", "H", "H", "C", "C", "N", "H", "H", "H", "C", "C", "N", "H", "H", "H", "C", "C", "N", "H", "H", "H", "C", "C", "N", "H", "H", "H", "C", "C", "N", "H", "H", "H", "C", "C", "N", "H", "H", "H", "C", "C", "N", "H", "H", "H", "C", "C", "N", "H", "H", "H", "C", "C", "N", "H", "H", "H", "C", "C", "N", "H", "H", "H", "C", "C", "N", "H", "H", "H", "C", "C", "N", "H", "H", "H", "C", "C", "N", "H", "H", "H"], "coordinates": [[2.456, -4.191, 3.939], [1.843, -3.791, 2.743], [2.447, -2.599, 2.228], [1.928, -2.424, 0.817], [2.614, -1.332, -0.014], [2.557, 0.074, 0.591], [0.858, 1.003, 0.514], [0.908, 0.915, -1.430], [-0.028, -0.136, -2.042], [-0.949, 0.467, -3.091], [-2.495, -0.528, -3.213], [0.833, 1.122, 2.462], [1.833, 2.141, 3.010], [1.211, 3.443, 3.510], [1.468, 3.672, 4.921], [2.744, 3.954, 5.212], [3.272, 3.239, 6.423], [3.435, 4.731, 4.585], [-0.862, 1.967, 0.438], [-2.063, 1.037, 0.493], [-3.326, 1.686, 1.073], [-3.391, 3.015, 0.813], [-3.361, 1.492, 2.424], [-4.595, 1.061, 0.440], [-4.493, -0.294, 0.434], [-4.633, 1.469, -0.854], [-5.958, 1.474, 1.089], [-5.807, 2.196, 2.220], [-6.639, 2.256, 0.210], [-6.921, 0.292, 1.385], [-8.091, 0.846, 1.823], [-7.193, -0.339, 0.223], [-6.455, -0.719, 2.477], [-6.309, -1.941, 1.889], [-5.276, -0.392, 3.035], [-7.477, -0.933, 3.624], [-8.665, -1.371, 3.158], [-7.624, 0.184, 4.361], [-6.966, -1.906, 4.435], [2.714, -3.339, 4.572], [3.381, -4.741, 3.734], [1.813, -4.881, 4.459], [2.123, -1.792, 2.884], [3.534, -2.664, 2.249], [0.850, -2.306, 0.869], [2.104, -3.367, 0.302], [2.230, -1.394, -1.030], [3.659, -1.600, -0.080], [3.246, 0.686, 0.008], [2.987, 0.017, 1.591], [0.153, -0.274, 0.603], [1.575, 2.291, 0.423], [0.724, 1.873, -1.919], [1.922, 0.646, -1.713], [0.537, -0.928, -2.527], [-0.650, -0.637, -1.305], [-1.277, 1.464, -2.833], [-0.516, 0.420, -4.081], [-0.163, 1.340, 2.851], [1.092, 0.149, 2.871], [2.335, 1.690, 3.865], [2.596, 2.399, 2.281], [0.137, 3.480, 3.387], [1.615, 4.284, 2.952], [2.455, 2.902, 7.048], [3.896, 2.423, 6.075], [3.872, 3.925, 7.000], [-0.907, 2.478, -0.518], [-0.905, 2.755, 1.186], [-2.282, 0.711, -0.517], [-1.883, 0.155, 1.103], [5.578, -3.710, -2.155], [5.371, -3.530, -0.727], [5.151, -3.391, 0.387], [5.204, -2.835, -2.684], [6.639, -3.836, -2.364], [5.037, -4.592, -2.493], [1.879, 5.617, -2.858], [0.801, 4.664, -2.627], [-0.062, 3.932, -2.451], [2.847, 5.129, -2.751], [1.794, 6.018, -3.866], [1.810, 6.432, -2.141], [1.608, 9.819, -4.073], [2.665, 8.903, -4.487], [3.490, 8.180, -4.813], [1.923, 10.846, -4.247], [0.705, 9.619, -4.644], [1.399, 9.683, -3.014], [5.763, -2.010, 5.646], [5.058, -1.005, 4.860], [4.505, -0.233, 4.221], [6.272, -2.704, 4.980], [6.494, -1.529, 6.292], [5.052, -2.562, 6.258], [-0.360, -6.356, 7.150], [1.020, -6.113, 6.748], [2.097, -5.923, 6.412], [-1.030, -5.754, 6.538], [-0.602, -7.408, 7.019], [-0.492, -6.085, 8.195], [6.559, 5.791, 8.848], [5.463, 4.895, 9.194], [4.600, 4.194, 9.465], [6.188, 6.600, 8.223], [6.994, 6.209, 9.754], [7.324, 5.243, 8.303], [3.078, 4.861, -6.435], [3.336, 3.489, -6.012], [3.533, 2.410, -5.681], [3.715, 5.113, -7.280], [2.041, 4.950, -6.740], [3.285, 5.547, -5.616], [-7.885, -4.617, 1.600], [-7.880, -6.075, 1.611], [-7.889, -7.220, 1.619], [-7.864, -4.255, 0.575], [-8.785, -4.252, 2.092], [-7.013, -4.239, 2.127], [6.512, 0.376, -3.920], [5.585, 0.100, -2.829], [4.873, -0.117, -1.956], [6.003, 0.913, -4.716], [7.327, 0.988, -3.551], [6.914, -0.557, -4.313], [-7.228, -10.165, -0.334], [-6.516, -11.199, -1.078], [-5.960, -12.013, -1.661], [-6.806, -9.188, -0.556], [-8.279, -10.170, -0.614], [-7.144, -10.351, 0.733], [-2.819, -0.413, -6.937], [-1.374, -0.345, -7.105], [-0.237, -0.291, -7.240], [-3.070, -1.169, -6.196], [-3.192, 0.549, -6.593], [-3.292, -0.663, -7.886], [-0.092, -0.450, -10.473], [-0.622, -0.871, -11.766], [-1.039, -1.201, -12.781], [-0.174, 0.629, -10.372], [-0.646, -0.924, -9.671], [0.954, -0.735, -10.391], [0.275, -6.759, 1.358], [1.291, -6.279, 0.433], [2.096, -5.861, -0.265], [-0.440, -5.962, 1.553], [-0.243, -7.615, 0.930], [0.745, -7.051, 2.294], [8.275, 4.330, -1.801], [7.812, 3.815, -3.084], [7.448, 3.399, -4.088], [8.058, 5.394, -1.733], [7.766, 3.810, -0.993], [9.348, 4.177, -1.709], [-0.623, 2.932, -7.136], [-0.052, 4.043, -7.889], [0.416, 4.915, -8.467], [-1.275, 3.313, -6.352], [-1.199, 2.296, -7.806], [0.176, 2.345, -6.681], [-9.571, -1.727, -1.636], [-9.729, -1.988, -3.062], [-9.853, -2.194, -4.182], [-10.494, -1.315, -1.234], [-9.338, -2.654, -1.117], [-8.765, -1.016, -1.476], [-4.160, -0.674, 6.088], [-2.710, -0.648, 5.934], [-1.570, -0.626, 5.837], [-4.422, -1.324, 6.921], [-4.532, 0.329, 6.287], [-4.625, -1.053, 5.185]]}

2.
{"formula": "C4H11O4", "method": "ωB97M-V/def2-TZVPD", "relative_energy_kcal_mol": 0.0, "gap_ev": 8.185, "homo_ev": -4.478, "fmax_ev_per_a": 1.6, "charge": -1, "symbols": ["O", "C", "O", "C", "C", "C", "H", "H", "H", "H", "H", "H", "H", "H", "H", "O", "H", "H", "O"], "coordinates": [[-0.885, -1.117, -1.996], [-0.126, -0.137, -2.223], [0.086, 0.446, -3.306], [0.591, 0.436, -0.976], [-0.372, 1.238, -0.112], [0.381, 2.030, 0.996], [1.474, 1.038, -1.208], [0.982, -0.382, -0.355], [-1.174, 0.596, 0.255], [-0.902, 2.016, -0.670], [0.992, 2.751, 0.446], [-0.342, 2.544, 1.624], [1.064, 1.364, 1.513], [0.344, -0.819, 2.259], [-0.124, -2.190, 1.982], [-0.192, -1.513, 2.668], [-0.039, -2.860, -0.815], [-1.214, -2.372, -0.065], [-0.545, -3.068, -0.016]]}

- What is the charge in the first record?
  -1